[1]
Below is a 2-piece molecular cluster, C10H20 overall, with properties calculated with ωB97M-V/def2-TZVPD.

Output
E (Ha): -392.9096
SMILES: C1CCCC1.C1CCCC1
Gap between HOMO and LUMO (Ha): 0.4030
Energy relative to the best compared isomer or geometry (same formula, charge and spin) (eV): 2.967
Charge: 0

Last column: Mulliken charge in e.
Atoms and positions in Å:
C 2.47 -0.84 -0.77  -0.450
C 1.56 -2.07 -0.66  -0.564
C -2.31 1.17 0.53  -0.681
C 2.37 -0.48 -2.20  -0.671
C -1.11 2.11 0.94  -0.418
C 0.89 -0.59 -2.67  -0.522
C -0.89 2.04 2.40  -0.494
C -1.14 0.54 2.70  -0.639
C 0.44 -1.81 -1.84  -0.501
C -2.16 0.09 1.58  -0.503
H 0.35 0.32 -2.33  0.151
H 2.28 -2.90 -0.84  0.257
H 1.24 -2.10 0.40  0.363
H 2.01 -0.11 -0.13  0.190
H 2.83 0.49 -2.20  0.378
H -2.36 0.64 -0.39  0.275
H -0.28 0.04 2.35  0.084
H -3.32 0.12 2.11  0.196
H 2.86 -1.22 -2.81  0.290
H -1.34 3.10 0.68  0.463
H 0.17 2.49 2.52  0.306
H -1.72 2.59 2.86  0.307
H 0.73 -0.63 -3.72  0.373
H -1.30 0.06 3.67  0.389
H -0.24 1.61 0.35  -0.004
H 3.52 -1.07 -0.46  0.311
H -1.83 -0.88 1.30  0.408
H -3.30 1.67 0.46  0.308
H 0.04 -2.78 -2.40  0.259
H -0.46 -1.60 -1.45  0.141


[2]
Below is H28KrO14 as an isolated structure, with properties calculated with ωB97M-V/def2-TZVPD.

Output
E (Ha): -3823.7779
Gap between HOMO and LUMO (Ha): 0.3764
Energy relative to the best compared isomer or geometry (same formula, charge and spin) (eV): 0.879
Charge: 0

Last column: Mulliken charge in e.
Atoms and positions in Å:
Kr -0.18 0.45 0.41  -0.012
O -2.73 -2.58 0.58  -0.638
O -3.82 1.19 -1.03  -0.601
O -1.53 1.21 -2.93  -0.614
O 2.03 0.78 -2.56  -0.609
O -2.14 -1.44 -2.34  -0.641
O 0.79 3.31 1.36  -0.573
O 0.95 3.46 -1.63  -0.602
O 0.78 -1.68 -2.46  -0.598
O 2.28 -2.67 1.24  -0.619
O 2.35 -0.40 3.64  -0.584
O 3.21 2.01 0.59  -0.624
O -0.04 -3.24 -0.08  -0.666
O -0.82 -3.18 3.21  -0.615
O -0.70 2.00 3.61  -0.629
H 1.21 -0.82 -2.41  0.345
H 3.11 -0.58 4.20  0.275
H 2.39 -1.06 2.95  0.310
H 3.06 1.10 0.82  0.301
H -3.37 -1.99 0.17  0.307
H 1.93 1.66 -2.20  0.263
H 2.19 0.91 -3.49  0.281
H 0.64 3.47 0.43  0.312
H 0.06 3.82 -1.58  0.305
H 0.35 -2.86 -0.87  0.385
H 1.46 4.16 -2.04  0.267
H -0.79 -2.63 2.43  0.256
H 0.87 -1.93 -3.38  0.263
H -0.36 -3.98 2.97  0.336
H -0.23 1.86 2.78  0.292
H 0.51 4.12 1.79  0.261
H -2.06 -0.49 -2.35  0.368
H -1.24 -1.76 -2.26  0.334
H 2.72 -3.47 0.94  0.273
H -1.78 0.84 -3.78  0.285
H -3.54 1.60 -0.21  0.316
H -0.75 1.14 4.01  0.317
H -0.91 -2.86 -0.03  0.298
H -4.64 1.63 -1.25  0.288
H -2.35 1.55 -2.57  0.319
H 1.43 -2.69 0.80  0.415
H 2.49 2.49 1.01  0.355
H -2.85 -2.46 1.52  0.302


[3]
Below is C12H30BF4InN4O10 as an isolated structure, with properties calculated with ωB97M-V/def2-TZVPD.

Output
E (Ha): -2060.4761
Gap between HOMO and LUMO (Ha): 0.0385
Charge: 0

Last column: Mulliken charge in e.
Atoms and positions in Å:
In 0.43 0.24 -0.23  0.981
F 1.30 -4.68 1.45  -0.451
F 2.14 -4.66 -0.46  -0.261
F 2.27 -6.59 0.77  -0.407
F 3.32 -4.51 1.27  -0.400
O -2.27 7.15 3.08  -0.442
O -4.35 3.40 -2.18  -0.403
O -4.77 5.44 -2.11  -0.435
O 2.39 2.07 3.06  -0.236
O -2.55 5.77 4.70  -0.405
O -1.46 -2.31 -3.50  -0.238
O 2.95 -1.24 -3.69  -0.230
O -6.31 4.07 -1.92  -0.420
O -2.34 -0.20 3.28  -0.242
O -1.67 5.09 2.96  -0.410
N -2.08 6.06 3.58  1.116
N -5.16 4.37 -2.18  1.171
N 0.18 0.86 4.74  -0.117
N 0.52 -0.71 -5.11  -0.278
C 2.93 -1.23 -5.18  -0.746
C 1.63 0.74 5.06  -0.602
C 2.44 1.96 4.53  -0.730
C -0.76 -0.16 5.27  -0.883
C -2.20 -0.05 4.71  -0.503
C -3.74 0.11 2.89  -0.719
C 2.86 3.36 2.49  -0.692
C 1.51 -1.71 -5.60  -0.506
C -0.89 -1.04 -5.55  -0.921
C -2.07 -3.52 -2.94  -0.759
C -1.53 -2.32 -5.00  -0.646
C 4.23 -0.93 -3.20  -0.806
B 2.33 -5.20 0.70  0.523
H -2.43 0.97 5.01  0.318
H -0.87 -0.02 6.34  0.370
H 2.97 3.23 1.42  0.212
H 4.37 -1.33 -2.19  0.242
H -2.58 -2.43 -5.29  0.449
H -2.76 -0.81 5.27  0.357
H -1.01 -1.09 -6.63  0.426
H 4.24 0.15 -3.03  0.296
H 2.20 4.18 2.75  0.271
H 3.66 -1.98 -5.47  0.359
H -1.03 -3.23 -5.32  0.374
H 1.28 -2.69 -5.20  0.317
H -1.60 -4.36 -3.45  0.315
H 1.41 -1.71 -6.69  0.389
H 3.81 3.59 2.97  0.306
H 0.45 0.12 -5.67  0.260
H -0.21 1.74 5.04  0.238
H 1.68 0.91 6.13  0.356
H -3.10 -3.70 -3.27  0.310
H -4.01 1.16 3.05  0.308
H 1.97 2.85 4.96  0.381
H -0.28 -1.13 5.17  0.513
H -1.49 -0.18 -5.25  0.383
H -1.92 -3.52 -1.86  0.246
H -4.41 -0.52 3.47  0.302
H 3.49 1.93 4.80  0.419
H 2.25 -0.06 4.64  0.375
H 5.02 -1.36 -3.81  0.322
H 3.43 -0.28 -5.40  0.450
H -3.83 -0.07 1.82  0.234


[4]
Below is a 7-piece molecular cluster, C48H41BNO31S2 overall, with properties calculated with ωB97M-V/def2-TZVPD.

Output
E (Ha): -5062.0508
Gap between HOMO and LUMO (Ha): 0.2453
Energy relative to the best compared isomer or geometry (same formula, charge and spin) (eV): 0.000
Charge: +1

Last column: Mulliken charge in e.
Atoms and positions in Å:
S -2.88 -7.03 -1.72  -0.170
S 1.92 0.58 -3.63  -0.299
O 5.13 0.00 -0.92  -0.696
O 0.57 -3.42 -12.27  -0.588
O 2.01 8.38 10.55  -0.577
O 0.83 0.20 -8.42  -0.636
O -5.33 -1.35 4.23  -0.563
O 1.52 -1.04 -12.89  -0.555
O -3.15 -3.98 -0.25  -0.552
O 5.34 3.79 -3.66  -0.569
O -0.06 -2.20 -7.78  -0.561
O 0.90 -2.15 -3.25  -0.642
O -8.95 -6.74 -2.75  -0.633
O -1.39 -3.92 -1.64  -0.267
O 5.76 -2.40 -4.50  -0.570
O -7.33 -7.92 2.13  -0.619
O 2.45 3.67 6.53  -0.588
O 1.67 -2.47 -1.17  -0.265
O -9.79 -8.58 1.48  -0.556
O 5.53 -4.76 -4.80  -0.404
O -1.41 11.43 11.58  -0.614
O 7.58 4.43 -2.44  -0.595
O 0.26 7.09 9.08  -0.570
O -6.47 -6.15 -2.13  -0.493
O -0.83 -1.30 2.91  -0.656
O 7.34 0.68 0.38  -0.588
O 2.55 6.26 7.03  -0.687
O 4.14 -3.62 -3.20  -0.477
O -4.80 0.74 5.73  -0.613
O -3.18 10.10 10.16  -0.574
O -1.92 4.36 4.95  -0.675
O -0.27 0.74 4.48  -0.531
O -1.79 6.96 5.39  -0.588
N 4.01 -0.94 -4.28  0.398
C -0.98 10.43 11.04  0.972
C 1.51 5.87 6.54  1.110
C 0.80 -0.61 -9.34  1.039
C 4.91 -1.55 -5.09  0.235
C 4.91 -1.26 -6.44  -0.913
C -1.53 0.30 4.46  0.366
C -0.87 4.76 5.42  1.152
C -3.22 -5.33 -2.19  -0.413
C -2.51 0.85 5.19  -0.773
C -7.65 -7.64 1.00  0.992
C -1.55 8.52 9.55  -1.080
C -0.18 8.07 9.65  1.018
C 0.30 -1.99 -9.04  0.283
C -2.60 -4.35 -1.25  0.406
C -1.77 -0.88 3.56  1.017
C 3.02 0.22 -6.08  -1.266
C 7.05 3.41 -2.03  0.865
C -3.11 -1.44 3.50  -1.145
C 5.12 1.87 -2.34  -0.678
C 1.15 -1.25 -11.64  0.380
C -6.77 -7.01 0.03  -0.754
C 5.77 2.99 -2.70  0.273
C 0.78 8.86 10.50  0.353
C 0.39 6.74 6.22  -0.963
C -1.94 9.63 10.20  0.439
C 0.26 3.89 5.71  -0.786
C 0.22 -2.94 -9.99  -0.904
C -0.73 6.23 5.70  0.206
C 3.96 -0.36 -6.90  -0.115
C -3.85 0.30 5.12  0.889
C -9.50 -7.70 -0.67  -0.963
C 1.48 -1.78 -2.27  0.688
C 0.39 9.97 11.15  -0.945
C 1.22 -0.30 -10.69  -1.038
C 0.62 -2.63 -11.35  0.977
C 0.91 -3.69 -1.06  -0.613
C 2.08 -0.39 -2.14  -0.578
C -0.81 -2.08 -0.12  -1.359
C -8.62 -7.05 -1.62  0.923
C -9.05 -7.99 0.56  0.298
C 1.38 4.40 6.24  0.241
C -7.22 -6.73 -1.20  0.160
C 3.07 -0.09 -4.72  1.093
C 7.57 2.59 -0.95  -0.896
C -4.09 -0.89 4.23  0.342
C 5.65 1.05 -1.28  1.275
C 6.92 1.48 -0.59  0.114
C -0.52 -3.50 -0.57  0.548
B 5.13 -3.63 -4.17  0.609
H -2.34 1.69 5.84  0.414
H 4.19 1.56 -2.81  0.300
H -2.23 7.94 8.94  0.456
H -1.55 -6.96 -1.57  0.078
H 0.02 -1.70 0.47  0.363
H 6.00 4.52 -3.72  0.372
H 0.15 2.84 5.49  0.424
H -0.68 -4.14 0.29  0.423
H 8.48 2.91 -0.47  0.450
H -7.04 -6.07 -2.92  0.362
H -10.51 -7.94 -0.99  0.432
H 3.12 -0.54 -1.82  -0.119
H 0.94 -4.28 -1.97  0.250
H 3.31 -3.92 -3.59  0.309
H 2.02 7.59 9.99  0.336
H 0.08 -1.36 -7.31  0.338
H 1.59 0.69 -10.89  0.461
H -1.69 -2.04 0.50  0.309
H -5.84 -0.78 4.83  0.366
H -3.18 10.90 10.72  0.364
H 1.60 0.13 -1.32  0.848
H 4.76 -5.31 -5.00  0.310
H 1.43 -4.28 -0.31  0.570
H 1.35 -1.88 -13.37  0.370
H 5.62 -1.71 -7.10  0.593
H 0.22 0.17 3.86  0.337
H -5.76 -6.78 0.34  0.469
H 3.10 4.30 6.90  0.367
H -2.86 -5.11 -3.20  0.351
H -0.94 -1.47 -1.01  0.278
H -9.23 -8.66 2.28  0.369
H 3.95 -0.11 -7.95  0.532
H -3.27 -2.29 2.85  0.557
H 4.06 -1.17 -3.29  0.056
H 1.07 10.55 11.77  0.426
H -0.14 -3.93 -9.78  0.446
H -2.46 6.35 5.03  0.365
H 0.50 7.79 6.43  0.441
H 2.27 0.91 -6.43  0.554
H -4.28 -5.15 -2.19  0.208
H 6.70 -0.05 0.45  0.356


[5]
Below is C28H72AsF9N6O8 as an isolated structure, with properties calculated with ωB97M-V/def2-TZVPD.

Output
E (Ha): -5175.0231
Gap between HOMO and LUMO (Ha): 0.1792
Energy relative to the best compared isomer or geometry (same formula, charge and spin) (eV): 0.712
Charge: -2

Last column: Mulliken charge in e.
Atoms and positions in Å:
As -1.33 0.01 -0.27  2.274
F 0.67 -4.01 5.63  -0.303
F 0.21 0.44 -0.98  -0.405
F -1.37 -4.00 5.03  -0.321
F -0.65 -2.49 6.45  -0.284
F -2.92 -0.31 0.41  -0.530
F -0.46 -0.89 0.94  -0.213
F -1.15 1.36 0.86  -0.823
F -1.38 -1.45 -1.27  -0.539
F -2.18 0.90 -1.54  -0.565
O -0.81 -1.01 4.20  0.003
O 5.49 -1.34 0.92  -0.195
O -5.12 0.37 -3.76  -0.325
O -1.01 6.37 -0.06  -0.374
O 0.20 -6.81 -4.40  -0.355
O 2.86 0.88 5.37  -0.191
O 1.83 2.57 -4.24  -0.459
O 1.29 -1.72 4.11  -0.812
N 0.82 3.10 0.32  0.100
N -0.04 -3.53 -2.72  -0.240
N 0.83 1.36 3.38  0.280
N 2.62 -0.29 0.98  -0.508
N -4.69 -1.51 -1.75  -0.689
N 2.95 1.79 -1.42  0.160
C 0.99 2.29 4.50  0.814
C -5.77 0.51 -2.53  -0.729
C 2.96 1.77 -3.88  -0.922
C 1.57 5.22 -0.55  -1.636
C -2.21 -1.12 4.01  -0.558
C -2.34 6.79 0.11  -0.763
C -5.84 -0.21 -4.83  -0.829
C 0.59 4.53 0.41  0.508
C 3.46 0.49 6.57  -0.866
C 2.07 -2.04 -0.53  -0.812
C 4.55 -1.75 -0.04  -0.722
C 0.06 -7.78 -3.41  -0.636
C 6.80 -1.40 0.42  -0.772
C -6.01 -0.85 -1.88  0.694
C 0.52 -5.47 -4.03  -0.675
C 1.69 1.59 5.67  -1.156
C -0.32 -3.14 5.33  0.571
C -6.61 -0.76 -0.48  -1.661
C -0.63 -4.75 -3.29  0.476
C 0.55 1.98 -4.00  -0.262
C 3.63 2.30 -2.62  0.627
C -0.36 2.84 4.94  -1.535
C 3.11 -1.63 0.54  0.479
C 0.04 -2.16 4.17  0.181
C 5.06 1.78 -2.43  -1.597
C -2.90 0.25 3.73  -0.849
C -1.77 -4.44 -4.26  -1.452
C -0.83 4.95 0.03  -0.372
H 5.74 2.10 -3.23  0.491
H 0.96 0.90 6.10  0.251
H 3.57 1.25 7.35  0.334
H -3.04 6.17 -0.45  0.320
H -0.37 -8.72 -3.78  0.235
H 1.46 6.31 -0.48  0.460
H 2.96 0.32 0.21  0.204
H -6.68 -1.74 -0.01  0.373
H 7.00 -2.42 0.06  0.327
H 5.54 2.05 -1.49  0.390
H 1.95 1.91 -1.52  -0.456
H -5.62 -1.28 -4.85  0.305
H 3.61 3.39 -2.55  0.243
H -0.32 3.64 5.69  0.492
H -7.58 -0.28 -0.60  0.446
H 1.38 4.95 -1.59  0.269
H 3.70 1.80 -4.68  0.429
H 1.86 2.41 6.38  0.453
H -1.49 -3.65 -4.95  0.293
H 0.92 4.90 1.38  0.173
H 0.04 2.01 -4.97  0.317
H -0.50 -7.46 -2.53  0.288
H -2.71 0.95 4.54  0.277
H 0.55 0.97 -3.60  0.106
H -6.66 1.16 -2.55  0.379
H -4.19 -1.22 -0.92  0.231
H 4.41 -0.04 6.45  0.304
H -0.90 2.12 5.57  0.273
H -2.42 7.83 -0.23  0.273
H -5.71 0.28 -5.79  0.258
H -0.06 2.58 0.46  0.008
H 4.60 -1.17 -0.97  0.027
H -3.95 -0.04 3.62  0.387
H -6.07 -0.12 0.22  0.294
H -2.60 -1.57 4.92  0.354
H -0.20 -2.70 3.23  -0.076
H -1.93 -5.32 -4.89  0.437
H -6.65 -1.41 -2.56  0.289
H -2.46 -1.67 3.10  0.338
H 2.61 4.93 -0.41  0.378
H 0.30 -2.87 -3.42  0.221
H -5.10 1.04 -1.84  0.316
H 1.10 -8.06 -3.19  0.255
H 6.96 -0.71 -0.41  0.219
H 0.04 2.66 -3.32  0.059
H -0.81 -2.97 -2.37  0.005
H 4.64 -2.82 -0.29  0.466
H 1.68 -0.22 0.62  -0.123
H -0.99 3.20 4.13  0.291
H 2.42 -2.92 -1.11  0.500
H 0.21 1.79 2.70  -0.116
H -2.57 0.81 2.86  -0.089
H 1.17 2.81 -0.58  -0.342
H 0.16 0.66 3.74  -0.315
H -1.05 4.51 -0.95  0.237
H -0.93 -5.39 -2.46  0.300
H 1.20 -2.51 -0.07  0.258
H 3.07 -2.35 1.36  0.296
H 2.74 0.71 -3.78  0.238
H 1.55 3.15 4.10  0.461
H -4.13 -1.07 -2.48  0.296
H -2.62 6.93 1.16  0.270
H 1.43 -5.42 -3.44  0.301
H -1.51 4.55 0.80  0.436
H 2.90 -0.33 7.06  0.310
H 0.74 -4.92 -4.95  0.362
H -2.68 -4.27 -3.69  0.369
H -6.91 -0.24 -4.59  0.353
H 7.53 -1.18 1.19  0.242
H 5.02 0.69 -2.43  0.236
H 3.19 2.34 -0.60  0.426
H 1.81 -1.30 -1.28  -0.142